{"formula": "C4H6ClI", "method": "ωB97M-V/def2-TZVPD", "e_lumo_ev": [-0.778, -0.191], "de_lowest_ev": 4.456, "multiplicity": 1, "total_energy_ev": -24862.6194, "homo_ev": [-7.76, -8.04], "molar_mass_g_mol": 216.4, "symbols": ["C", "C", "C", "C", "Cl", "I", "H", "H", "H", "H", "H", "H"], "xyz": [[-0.9190, 0.6216, -0.0370], [0.8273, -0.7446, 0.3769], [-0.7575, 2.0762, 0.0180], [0.6891, -2.1168, -0.1181], [-2.3028, -0.0409, 0.6080], [2.4893, 0.3307, -0.3077], [0.0444, 2.3185, 0.7176], [-0.4197, 2.4205, -0.9633], [-1.6692, 2.6024, 0.3076], [1.3753, -2.7117, 0.4959], [0.9646, -2.2776, -1.1612], [-0.3216, -2.4784, 0.0634]], "lowdin_charge": [-0.651, -0.636, -0.230, -0.290, 0.652, 0.742, 0.067, 0.074, 0.067, 0.079, 0.065, 0.060]}

***

{"formula": "C5H37NO12S", "method": "ωB97M-V/def2-TZVPD", "e_lumo_ev": -0.128, "de_lowest_ev": 4.267, "multiplicity": 1, "total_energy_ev": -42679.1909, "homo_ev": -9.00, "molar_mass_g_mol": 335.4, "symbols": ["C", "C", "S", "C", "N", "C", "C", "H", "H", "H", "H", "H", "H", "H", "H", "H", "H", "H", "H", "H", "H", "H", "O", "H", "H", "O", "H", "H", "O", "H", "H", "O", "H", "H", "O", "H", "H", "O", "H", "H", "O", "H", "H", "O", "H", "H", "O", "H", "H", "O", "H", "H", "O", "H", "H", "O"], "xyz": [[-0.8222, -0.7854, 0.9608], [-1.3719, -1.3345, 2.2281], [0.0061, -1.6792, 3.4713], [-0.3407, 0.6819, 0.9941], [0.6643, 1.1641, 0.0301], [1.2478, 2.4828, 0.4689], [2.7148, 2.7878, 0.0685], [-1.5471, -0.8717, 0.1475], [0.0473, -1.3270, 0.5973], [-2.0649, -0.5966, 2.7091], [-2.1338, -2.1378, 2.0997], [0.7212, -2.4819, 2.6322], [-1.3388, 1.2344, 0.8964], [0.0263, 0.7908, 2.0269], [0.3438, 1.3329, -0.9201], [0.7790, 3.3290, -0.0782], [1.0135, 2.6073, 1.5037], [3.2735, 1.8800, 0.2275], [2.6365, 3.1791, -0.9879], [3.0428, 3.7110, 0.4601], [-2.1473, 5.0098, 2.4219], [-0.8666, 4.0987, 2.1018], [-1.7026, 4.1774, 2.5777], [-1.3848, -4.2971, -2.6980], [-0.0312, -4.9815, -2.8889], [-0.7287, -4.8299, -2.2451], [1.2631, 3.2187, -3.4004], [1.3425, 1.6586, -3.1023], [0.8792, 2.4803, -2.9264], [3.0039, -3.6411, 0.9242], [4.4168, -3.3526, 0.9192], [3.7956, -3.8646, 1.4600], [-3.1814, 3.0118, 0.2323], [-2.3557, 3.2583, -1.0581], [-2.5590, 3.6031, -0.1936], [-2.0325, -3.3391, -1.1154], [-2.8604, -2.3079, -0.3375], [-2.6548, -2.6159, -1.2438], [-3.4772, -0.1330, 0.3999], [-3.8609, -0.2769, -1.1027], [-3.1656, 0.0382, -0.4936], [2.2568, 0.4473, 2.8936], [1.7316, 0.5052, 4.4144], [1.9953, 0.9881, 3.6344], [0.9442, -4.0429, -0.2914], [1.9638, -2.8103, -0.4138], [1.5342, -3.4473, 0.1746], [-0.3766, -1.9176, -2.3612], [1.1347, -1.7351, -2.0624], [0.4834, -2.3450, -2.4155], [2.4064, -1.0219, 0.6078], [2.4556, -0.2868, -0.6360], [2.7997, -1.1234, -0.2807], [-2.4853, 1.1850, -3.8038], [-2.9158, 2.7019, -3.8869], [-2.5180, 2.0205, -3.3403]], "lowdin_charge": [-0.329, -0.512, 0.727, -0.227, -0.036, -0.262, -0.078, 0.049, 0.072, 0.086, 0.077, -0.138, 0.119, 0.085, 0.082, 0.103, 0.080, 0.057, 0.069, 0.053, 0.030, 0.019, -0.064, 0.023, 0.049, -0.050, 0.045, 0.039, -0.045, -0.040, 0.026, -0.094, 0.026, 0.003, -0.055, 0.015, 0.031, -0.059, 0.050, 0.071, -0.066, 0.007, 0.009, -0.076, 0.053, 0.006, -0.063, 0.031, 0.014, -0.046, 0.051, 0.025, -0.068, 0.032, 0.040, -0.047]}

***

{"formula": "C6H9O2", "method": "ωB97M-V/def2-TZVPD", "e_lumo_ev": 4.119, "de_lowest_ev": 2.984, "total_charge": -1, "multiplicity": 1, "total_energy_ev": -10461.0333, "homo_ev": -2.06, "molar_mass_g_mol": 113.1, "symbols": ["C", "C", "C", "C", "C", "C", "O", "O", "H", "H", "H", "H", "H", "H", "H", "H", "H"], "xyz": [[2.0211, -1.6018, -0.6800], [-1.0494, -1.2368, 0.9500], [-1.1952, -0.9164, -0.4843], [0.0502, -0.4392, 0.2046], [-0.0263, 2.0760, -0.3846], [0.3181, 0.9570, 0.5924], [2.4966, -2.2005, 0.2288], [1.9037, -1.2584, -1.8176], [-1.7677, -0.8988, 1.7297], [-0.7519, -2.1972, 1.0952], [-1.0313, -1.6609, -1.2501], [-1.9717, -0.2293, -0.7024], [-0.9923, 2.0502, -0.7590], [0.5698, 1.9895, -1.2408], [0.2310, 3.0286, 0.1840], [-0.2358, 1.3696, 1.5353], [1.4310, 1.1683, 0.7987]], "lowdin_charge": [-0.515, -0.194, -0.226, -0.304, -0.152, -0.316, 0.061, 0.049, 0.087, 0.026, 0.074, 0.057, 0.026, 0.039, 0.081, 0.105, 0.102]}

***

{"formula": "C58H110F30N11O21S10", "method": "ωB97M-V/def2-TZVPD", "e_lumo_ev": -1.375, "total_charge": 1, "multiplicity": 1, "total_energy_ev": -311180.6358, "homo_ev": -11.07, "molar_mass_g_mol": 2188.2, "symbols": ["C", "C", "N", "C", "C", "C", "C", "C", "O", "C", "H", "H", "H", "H", "H", "H", "H", "H", "H", "H", "H", "H", "H", "H", "H", "H", "H", "H", "H", "H", "C", "C", "C", "N", "C", "C", "C", "C", "C", "H", "H", "H", "H", "H", "H", "H", "H", "H", "H", "H", "H", "H", "H", "H", "H", "H", "H", "C", "C", "C", "N", "C", "C", "C", "C", "C", "H", "H", "H", "H", "H", "H", "H", "H", "H", "H", "H", "H", "H", "H", "H", "H", "H", "H", "C", "C", "C", "N", "C", "C", "C", "C", "C", "H", "H", "H", "H", "H", "H", "H", "H", "H", "H", "H", "H", "H", "H", "H", "H", "H", "H", "C", "C", "C", "N", "C", "C", "C", "C", "C", "H", "H", "H", "H", "H", "H", "H", "H", "H", "H", "H", "H", "H", "H", "H", "H", "H", "H", "C", "C", "C", "N", "C", "C", "C", "C", "C", "H", "H", "H", "H", "H", "H", "H", "H", "H", "H", "H", "H", "H", "H", "H", "H", "H", "H", "C", "F", "F", "F", "S", "O", "O", "N", "S", "O", "O", "C", "F", "F", "F", "C", "F", "F", "F", "S", "O", "O", "N", "S", "O", "O", "C", "F", "F", "F", "C", "F", "F", "F", "S", "O", "O", "N", "S", "O", "O", "C", "F", "F", "F", "C", "F", "F", "F", "S", "O", "O", "N", "S", "O", "O", "C", "F", "F", "F", "C", "F", "F", "F", "S", "O", "O", "N", "S", "O", "O", "C", "F", "F", "F"], "xyz": [[17.9759, -15.7381, 26.3103], [18.6864, -16.0147, 25.0572], [18.4445, -17.2923, 24.2517], [17.1313, -17.1397, 23.5888], [19.5471, -17.3806, 23.2093], [19.4179, -18.6348, 22.4631], [18.2895, -18.4727, 25.2277], [19.4010, -18.7771, 26.1320], [20.5413, -19.1279, 25.4324], [21.5864, -19.7184, 26.1216], [18.0683, -16.5096, 27.0076], [16.9605, -15.4467, 26.2632], [18.5388, -14.8923, 26.7220], [19.7772, -16.0943, 25.3507], [18.4682, -15.1243, 24.4126], [16.4191, -16.6555, 24.2203], [16.7354, -18.1384, 23.2782], [17.3032, -16.5359, 22.6783], [20.4942, -17.2640, 23.7805], [19.5884, -16.4816, 22.5625], [18.5100, -18.7201, 21.8753], [19.5194, -19.3938, 23.2064], [20.2712, -18.7621, 21.7961], [18.0411, -19.3737, 24.6958], [17.4474, -18.2068, 25.7910], [19.0247, -19.5399, 26.9211], [19.6007, -17.9379, 26.8292], [21.6536, -19.4157, 27.1848], [22.6312, -19.6144, 25.7335], [21.3855, -20.8146, 26.1549], [7.7792, -12.4552, 24.0689], [7.4134, -12.2029, 22.6221], [5.9037, -12.4943, 22.4483], [5.3374, -12.3328, 21.0230], [3.8540, -12.3864, 21.0919], [5.9249, -13.2762, 20.1018], [5.7244, -12.6165, 18.7257], [5.3644, -11.1213, 19.0296], [5.6471, -10.9703, 20.5008], [7.6062, -13.4661, 24.4256], [7.1577, -11.8250, 24.7459], [8.7522, -12.0946, 24.4520], [7.9937, -12.8424, 22.0152], [7.7436, -11.1928, 22.3476], [5.3987, -11.7809, 23.0224], [5.6637, -13.4780, 22.7562], [3.5263, -13.2090, 21.7335], [3.5213, -12.7223, 20.0836], [3.4272, -11.4137, 21.3223], [5.3657, -14.2107, 20.2102], [6.9036, -13.5207, 20.4459], [4.9202, -13.0595, 18.1721], [6.6082, -12.6522, 18.1097], [4.3296, -10.9491, 18.8687], [5.8587, -10.4186, 18.3830], [5.1004, -10.1029, 20.9940], [6.7367, -10.7550, 20.5709], [10.6544, -23.3028, 25.4443], [9.2519, -23.1051, 26.0109], [8.1748, -22.6227, 24.9916], [7.8369, -21.1667, 24.9409], [9.0490, -20.4140, 24.5210], [6.6723, -20.9545, 23.9287], [5.9588, -19.7443, 24.4364], [5.9924, -19.8485, 25.9801], [7.2971, -20.5819, 26.2780], [11.1397, -22.3824, 25.1057], [10.5418, -23.9126, 24.5018], [11.2298, -23.7234, 26.2049], [9.2522, -22.4631, 26.8414], [8.8773, -24.0070, 26.5075], [7.1754, -23.0577, 25.3112], [8.4488, -22.8855, 23.9322], [9.7297, -20.4667, 25.2938], [8.7324, -19.3477, 24.4440], [9.3437, -20.8731, 23.5518], [7.1921, -20.9177, 22.9387], [6.1172, -21.8298, 23.9877], [6.4342, -18.7590, 24.1699], [4.9274, -19.7284, 24.1697], [5.8250, -18.9111, 26.4783], [5.2192, -20.4909, 26.3511], [8.0700, -19.9344, 26.5754], [7.1746, -21.3651, 27.0013], [20.8170, -10.2582, 24.0165], [19.6382, -9.7486, 23.2261], [18.4186, -10.7001, 23.2338], [17.1665, -9.9790, 22.8502], [16.6145, -9.2548, 24.0263], [16.0907, -11.0252, 22.3814], [15.1028, -10.2380, 21.5688], [15.8155, -8.9039, 21.1107], [17.2536, -9.1083, 21.5894], [21.6838, -9.5428, 23.9449], [21.2278, -11.2073, 23.5966], [20.6913, -10.3628, 25.1347], [19.8568, -9.4832, 22.1897], [19.3046, -8.7920, 23.6260], [18.1611, -11.1135, 24.2049], [18.6218, -11.6071, 22.5871], [16.3098, -10.0409, 24.7789], [15.8024, -8.6146, 23.7179], [17.3589, -8.5502, 24.4162], [15.6890, -11.5858, 23.2450], [16.7523, -11.6988, 21.8502], [14.2047, -10.1762, 22.1016], [14.8971, -10.7647, 20.5863], [15.3194, -8.0833, 21.4979], [15.7426, -8.8107, 20.0470], [17.8010, -8.1781, 21.8378], [17.6941, -9.7879, 20.8487], [12.6053, -12.9545, 20.8050], [12.5774, -14.4482, 20.4871], [12.2154, -15.0483, 21.8423], [12.5178, -16.5337, 21.9294], [13.9432, -16.7476, 21.4833], [12.4625, -16.9857, 23.3197], [12.0778, -18.4494, 23.2689], [11.5933, -18.7834, 21.8709], [11.4731, -17.4261, 21.2308], [13.0896, -12.7194, 21.7393], [11.5451, -12.6130, 20.8350], [12.9307, -12.4007, 19.9147], [13.5890, -14.6603, 20.1061], [11.8131, -14.7046, 19.7320], [11.2046, -14.9107, 22.1084], [12.8624, -14.4940, 22.6199], [14.5313, -15.8223, 21.6588], [13.9981, -16.9057, 20.3478], [14.2863, -17.6197, 22.0403], [13.3919, -16.8000, 23.8183], [11.7240, -16.3752, 23.7810], [12.8455, -19.1349, 23.5507], [11.3078, -18.6166, 24.0181], [12.3574, -19.4694, 21.3911], [10.5840, -19.2496, 21.8877], [11.7284, -17.4487, 20.1346], [10.5501, -16.9300, 21.3967], [16.4050, -19.0935, 19.3236], [16.3374, -18.3519, 17.9768], [17.7299, -18.1063, 17.4533], [17.6715, -17.6788, 16.0286], [16.6330, -16.5694, 15.7814], [17.5064, -18.8310, 15.0735], [17.8656, -18.2215, 13.7565], [19.0305, -17.2121, 14.0656], [19.0531, -17.1480, 15.6360], [15.4064, -19.3528, 19.6124], [16.7399, -18.3790, 20.0650], [17.0984, -19.9910, 19.2586], [15.9517, -17.3685, 18.1845], [15.6885, -18.8711, 17.2448], [18.2036, -19.1226, 17.3798], [18.2583, -17.3318, 18.0524], [16.8944, -16.1010, 14.8225], [16.6982, -15.8393, 16.6077], [15.6172, -16.9175, 15.8771], [16.5750, -19.3599, 15.1265], [18.2601, -19.5084, 15.4185], [16.9578, -17.8078, 13.3540], [18.0647, -19.0099, 13.0287], [18.7852, -16.2453, 13.5513], [19.9678, -17.5642, 13.6314], [19.1786, -16.1318, 16.0319], [19.8134, -17.8532, 16.0153], [12.2699, -10.4940, 25.1814], [12.7976, -9.7918, 26.1125], [10.9403, -10.5094, 25.2938], [12.5973, -9.9607, 23.9519], [12.7598, -12.3258, 25.2543], [12.2609, -12.6576, 26.5510], [12.1810, -12.7633, 24.0419], [14.3383, -12.1448, 25.0279], [15.2883, -13.1671, 25.6807], [14.6798, -14.2417, 26.3725], [16.3346, -13.4852, 24.7728], [16.1375, -12.1436, 27.0434], [17.1044, -11.3898, 26.4736], [15.2513, -11.3864, 27.6004], [16.7342, -12.9151, 27.9438], [12.1379, -15.5425, 16.0115], [13.3016, -15.1711, 15.3747], [11.7517, -14.4929, 16.6985], [11.2019, -15.8613, 15.1933], [12.3561, -17.0243, 17.0961], [13.7566, -16.8710, 17.5958], [11.3090, -16.9757, 18.0628], [12.1918, -18.2097, 16.2190], [13.0521, -18.8694, 15.0803], [13.0804, -18.1421, 13.8372], [14.2776, -19.4599, 15.6038], [11.8355, -20.3300, 14.8653], [11.3046, -20.6673, 16.0123], [10.9000, -20.1321, 13.9850], [12.6222, -21.4562, 14.4842], [19.7284, -14.8914, 19.4556], [20.6892, -15.0558, 20.3126], [19.9662, -13.8460, 18.6835], [19.8297, -15.9597, 18.6544], [18.0862, -14.9073, 20.2147], [17.9377, -16.3313, 20.5004], [18.1920, -14.0553, 21.3610], [17.1713, -14.4623, 18.9782], [16.5041, -12.9921, 18.8209], [15.1266, -13.0707, 19.1545], [17.3061, -11.8996, 19.3116], [16.6015, -12.7691, 16.9910], [16.2277, -11.4892, 16.7136], [17.8940, -12.9020, 16.6110], [15.8787, -13.6113, 16.2597], [8.5542, -20.2466, 18.9946], [8.1515, -21.5168, 19.0789], [9.8517, -20.2008, 18.8714], [7.8333, -19.7321, 18.0162], [8.0518, -19.6075, 20.6992], [6.6361, -19.7231, 20.7458], [8.7832, -20.5007, 21.5943], [8.5623, -18.0937, 20.8087], [7.6397, -16.8666, 20.6843], [8.5564, -15.7730, 20.7048], [6.4844, -16.8898, 19.7826], [6.9483, -16.5767, 22.2894], [6.8981, -15.2395, 22.5445], [5.7191, -17.0674, 22.4791], [7.7117, -17.1302, 23.2282], [11.3366, -19.5700, 28.4000], [10.4567, -20.5852, 28.3349], [10.9592, -18.8305, 29.4284], [12.5329, -20.1278, 28.6587], [11.4365, -18.6398, 26.8087], [12.3605, -17.6417, 27.0140], [11.8150, -19.7022, 25.9406], [9.9666, -18.1946, 26.3922], [9.1869, -17.0337, 27.1942], [7.9940, -16.8531, 26.4560], [9.1329, -17.2274, 28.5879], [10.2139, -15.5343, 26.9081], [10.9098, -15.5145, 25.8197], [9.3890, -14.5083, 26.7614], [10.9642, -15.3422, 27.9466]], "lowdin_charge": [-0.074, -0.167, -0.222, 0.001, -0.180, -0.054, -0.088, -0.237, -0.184, -0.105, 0.058, 0.048, 0.115, 0.149, 0.146, 0.099, 0.124, 0.088, 0.135, 0.125, 0.075, 0.064, 0.107, 0.138, 0.122, 0.177, 0.127, 0.096, 0.106, 0.101, -0.084, -0.213, -0.082, -0.283, 0.030, -0.103, -0.083, -0.143, -0.126, 0.075, 0.091, 0.082, 0.084, 0.115, 0.118, 0.111, 0.122, 0.122, 0.115, 0.145, 0.108, 0.109, 0.118, 0.094, 0.118, 0.166, 0.140, -0.078, -0.211, -0.112, -0.246, -0.004, -0.068, -0.129, -0.117, -0.053, 0.065, 0.098, 0.053, 0.072, 0.117, 0.146, 0.151, 0.034, 0.114, 0.100, 0.107, 0.106, 0.109, 0.115, 0.113, 0.104, 0.082, 0.126, -0.108, -0.241, -0.117, -0.257, 0.032, -0.078, -0.114, -0.110, -0.073, 0.088, 0.083, 0.094, 0.112, 0.095, 0.115, 0.149, 0.110, 0.104, 0.108, 0.096, 0.093, 0.078, 0.120, 0.081, 0.111, 0.144, 0.132, -0.109, -0.205, -0.120, -0.239, 0.026, -0.119, -0.147, -0.126, -0.077, 0.051, 0.091, 0.065, 0.087, 0.122, 0.122, 0.136, 0.114, 0.122, 0.095, 0.131, 0.114, 0.104, 0.077, 0.140, 0.083, 0.121, 0.084, -0.071, -0.238, -0.136, -0.251, 0.057, -0.112, -0.149, -0.110, -0.077, 0.061, 0.032, 0.101, 0.074, 0.097, 0.145, 0.120, 0.109, 0.090, 0.079, 0.115, 0.124, 0.109, 0.124, 0.121, 0.108, 0.130, 0.141, -0.676, 0.191, 0.124, 0.077, 0.598, -0.246, -0.280, -0.295, 0.500, -0.261, -0.300, -0.673, 0.091, 0.182, 0.149, -0.697, 0.096, 0.154, 0.182, 0.569, -0.336, -0.278, -0.310, 0.649, -0.279, -0.315, -0.623, 0.147, 0.183, 0.043, -0.729, 0.176, 0.158, 0.097, 0.585, -0.315, -0.284, -0.272, 0.607, -0.267, -0.287, -0.631, 0.120, 0.110, 0.146, -0.681, 0.125, 0.179, 0.173, 0.640, -0.267, -0.335, -0.278, 0.563, -0.295, -0.276, -0.659, 0.090, 0.135, 0.124, -0.659, 0.111, 0.140, 0.125, 0.512, -0.224, -0.304, -0.281, 0.567, -0.284, -0.246, -0.764, 0.160, 0.134, 0.181]}